This record from the OMol25 dataset describes a structure of composition C54H50EuN5O3P2S2Se. The level of theory is the ωB97M-V functional and the def2-TZVPD basis.

```
118
Properties=species:S:1:pos:R:3:forces:R:3:mulliken_spin:R:1
Eu 12.7974 10.6564 14.2641 0.9 0.3 0.4 6.1183
O 11.0715 13.8479 14.3155 0.2 0.6 -0.1 -0.0115
C 11.0472 14.9540 15.2202 -0.8 0.2 0.1 0.0103
C 10.2009 16.0583 15.0195 -0.3 0.3 -0.5 0.0001
C 9.8933 16.8682 16.1200 0.2 -0.3 -0.1 0.0000
C 10.5031 16.6250 17.3492 -0.4 0.7 1.0 -0.0001
C 11.4009 15.5929 17.5321 0.5 0.7 -0.2 -0.0006
C 11.7419 14.8106 16.4297 -0.9 -1.1 -0.9 -0.0051
P 12.6326 13.2401 16.5836 -0.3 -0.5 0.0 -0.0031
C 11.6275 12.5018 17.9062 0.0 0.7 1.1 -0.0106
C 10.6295 11.6213 17.5665 0.0 -0.7 -0.7 0.0017
C 9.9940 10.8441 18.5389 -0.1 1.1 0.0 -0.0006
C 10.2334 11.0857 19.8808 1.1 0.2 -0.3 -0.0002
C 11.1172 12.1268 20.2417 -0.8 -0.6 -0.2 0.0001
C 11.7947 12.8359 19.2750 0.5 -0.3 -0.4 -0.0002
C 14.0531 13.7356 17.5385 1.3 1.0 -0.1 -0.0032
C 14.6742 14.9881 17.3354 0.2 -1.0 1.0 -0.0020
C 15.7838 15.3854 18.0916 -0.7 0.1 -0.5 0.0006
C 16.3175 14.5358 19.0341 -0.4 -1.0 0.4 -0.0010
C 15.7545 13.2604 19.1772 -0.2 0.0 -0.4 0.0007
C 14.6295 12.8542 18.4436 1.1 0.1 0.2 0.0007
C 10.0848 13.8056 13.3418 1.6 -1.1 -0.9 0.0079
C 8.7780 13.8959 13.7009 -0.8 0.5 -0.7 -0.0014
C 7.8094 14.2345 12.7690 0.2 0.2 -0.7 -0.0002
C 8.2870 14.5107 11.4683 -1.5 0.0 -0.6 0.0001
C 9.5456 14.0780 11.0479 -0.6 0.1 1.6 0.0001
C 10.4471 13.5507 11.9860 -0.4 1.3 0.7 -0.0138
P 12.0864 12.8831 11.6080 0.9 0.3 0.4 0.0124
C 12.1855 12.7582 9.8265 -1.5 -1.7 -2.0 -0.0006
C 13.3506 13.0717 9.0796 -1.0 0.2 1.1 -0.0008
C 13.5146 12.5625 7.8183 0.0 0.0 -1.7 0.0004
C 12.5103 11.7822 7.1910 0.7 0.2 0.2 -0.0008
C 11.3282 11.5231 7.8595 -0.4 0.2 1.2 0.0003
C 11.1298 12.0122 9.1680 2.3 0.6 0.1 -0.0012
C 13.0975 14.3571 11.8554 -0.2 0.2 -0.2 -0.0061
C 14.0570 14.3536 12.8444 0.3 1.1 -0.1 0.0020
C 14.5656 15.5896 13.2435 -0.3 1.1 0.0 0.0002
C 14.0479 16.8128 12.7677 -0.6 -0.3 -0.4 0.0000
C 13.1200 16.7923 11.7198 0.5 -2.3 -0.6 0.0000
C 12.7504 15.5398 11.1902 -0.9 0.4 -0.4 -0.0003
H 9.7415 16.2692 14.0247 0.3 -0.3 1.0 0.0000
H 9.1160 17.6391 16.0865 0.5 -0.2 -0.4 0.0000
H 10.2539 17.2680 18.2141 0.1 -0.5 -0.6 0.0000
H 11.8488 15.4313 18.5269 -0.2 0.0 -0.8 0.0000
H 10.4002 11.5002 16.4909 0.1 -0.2 0.6 0.0018
H 9.2499 10.1556 18.2130 -0.3 -0.7 0.0 -0.0001
H 9.8934 10.3994 20.6350 -0.5 0.1 0.2 0.0000
H 11.2403 12.3386 21.2889 0.2 0.1 0.2 0.0000
H 12.5605 13.5597 19.5754 -0.5 -0.3 -0.1 0.0000
H 14.2733 15.6751 16.6337 -0.4 0.5 -0.6 -0.0003
H 16.1538 16.3866 17.9347 0.2 0.1 0.1 0.0000
H 17.1269 14.7950 19.7072 0.1 0.2 -0.3 -0.0001
H 16.2419 12.5688 19.8453 -0.1 -0.2 0.2 0.0000
H 14.2415 11.8401 18.5465 0.1 0.3 0.1 0.0001
H 8.5939 13.9266 14.7279 -0.6 -0.1 1.5 -0.0001
H 6.7563 14.3494 13.0874 0.8 0.2 -0.4 0.0000
H 7.6443 15.0403 10.7272 0.4 -0.7 0.7 0.0000
H 9.8312 14.2886 10.0477 0.3 -0.3 -0.8 -0.0001
H 14.0566 13.7963 9.4831 0.1 -0.5 0.0 -0.0001
H 14.4195 12.8699 7.2515 -0.7 -0.4 0.4 0.0000
H 12.6529 11.3696 6.1862 0.1 0.3 0.4 0.0000
H 10.5506 10.8921 7.4428 0.1 0.2 -0.3 0.0000
H 10.2285 11.8112 9.7269 -0.2 -0.2 -0.1 0.0000
H 14.4347 13.4104 13.2183 0.0 0.1 0.4 0.0005
H 15.3438 15.6854 13.9634 0.5 -0.3 0.6 0.0000
H 14.3309 17.7988 13.1540 0.2 -0.7 0.1 0.0000
H 12.7308 17.6232 11.1909 0.0 1.1 0.0 0.0000
H 12.1175 15.4635 10.2441 0.7 0.3 1.5 0.0000
S 17.3471 10.4656 16.5101 -0.7 0.4 -0.2 -0.0069
C 15.9686 11.1033 15.9306 -0.5 -0.2 -0.4 -0.0023
N 14.9514 11.5263 15.4644 -0.1 -1.2 -0.6 -0.0069
S 16.6790 9.3948 11.2832 -1.4 -0.7 0.1 0.0000
C 15.6255 10.0668 12.4431 -0.4 0.6 0.8 0.0005
N 14.3330 9.7930 12.3723 0.4 -0.1 0.6 -0.0077
C 14.0759 8.8953 11.3291 1.1 -0.9 -1.0 -0.0015
C 12.8499 8.3268 10.8950 0.3 1.3 1.4 -0.0004
C 12.8308 7.5672 9.7678 0.1 -0.4 -0.8 0.0004
C 13.9906 7.3084 9.0250 0.9 0.6 0.4 -0.0001
C 15.2401 7.7805 9.4541 -0.1 -1.2 -0.5 0.0002
C 15.2784 8.5162 10.6321 -0.5 1.2 0.2 0.0002
H 16.0226 10.7114 13.2512 -0.3 -0.4 -0.6 -0.0006
H 11.9246 8.5234 11.4479 0.7 -0.1 -0.4 0.0006
H 11.8718 7.1805 9.4467 0.1 -0.1 -0.2 0.0000
H 13.9676 6.8023 8.0785 -0.2 -0.4 -0.1 0.0000
H 16.1576 7.4511 8.9050 -0.9 0.7 0.5 -0.0001
C 14.9596 5.6349 14.3731 0.0 0.5 0.3 0.0005
N 15.2517 6.3561 15.6312 -0.5 -0.1 0.4 -0.0019
C 16.4174 6.1387 16.3776 -0.1 -0.1 -2.0 -0.0013
C 16.3353 6.8578 17.4938 -1.5 1.3 0.2 -0.0005
N 15.1116 7.5579 17.4651 -0.2 -1.2 -2.5 -0.0026
C 14.6553 8.5264 18.4459 -0.6 -1.4 1.3 -0.0001
C 14.3999 7.1909 16.3007 3.5 0.5 1.7 -0.0005
Se 12.7644 7.8993 15.8622 -0.9 0.5 -0.9 -0.0190
H 14.8556 4.5639 14.5367 -0.6 0.1 0.4 0.0000
H 15.8110 5.6795 13.6915 -0.1 0.6 0.0 -0.0001
H 14.0563 6.1241 13.9775 0.4 -0.6 -0.2 -0.0005
H 17.2574 5.6793 15.8439 -0.5 -0.1 0.8 -0.0001
H 17.0233 6.9924 18.2894 0.4 0.1 0.4 -0.0003
H 15.4898 9.1383 18.8121 -0.3 -0.1 -0.3 -0.0001
H 14.2542 7.8661 19.2568 0.3 1.0 -0.1 0.0000
H 13.7991 9.0958 18.0653 0.6 0.0 -0.1 -0.0004
O 10.9836 9.1283 13.0408 -0.1 0.1 -0.1 -0.0089
C 10.0905 9.8694 13.4599 -0.9 0.5 1.4 -0.0036
O 10.3540 10.8748 14.2197 -0.4 -0.6 -0.5 -0.0292
C 8.5451 9.5290 13.1660 1.2 0.9 0.4 -0.0010
N 7.6544 9.8910 14.3900 0.6 0.2 -1.4 -0.0002
C 6.2635 10.0365 13.8659 -0.7 -2.0 -1.9 0.0000
C 6.4180 10.5444 12.3884 0.5 0.8 0.8 0.0000
C 7.9329 10.4127 12.0665 0.4 -0.4 -0.6 0.0000
H 8.4911 8.4470 12.9518 -0.3 0.5 0.4 0.0002
H 7.9228 10.8031 14.7758 0.6 -0.2 -0.1 0.0000
H 7.7508 9.1925 15.1020 -0.1 -0.4 0.7 0.0000
H 5.6961 10.6609 14.5230 -0.3 0.3 0.3 0.0000
H 5.7841 9.0145 13.7771 0.6 1.1 0.6 0.0000
H 6.0552 11.5820 12.3250 0.4 -0.3 -0.1 0.0000
H 5.8194 9.9876 11.6908 -0.3 -0.5 0.0 0.0000
H 8.4284 11.3802 12.0517 0.0 0.3 0.3 -0.0002
H 8.1969 9.9785 11.0738 -0.6 0.1 0.7 -0.0001
```
Positions in Å, forces in eV/Å.

Results
Maximum force (eV/A): 3.93
Net charge: +2
Relative energy (zero: lowest compared OMol25 entry of this formula, charge and spin) (eV): 0.000
Multiplicity: 7
Energy (Ha): -7177.6519
HOMO-LUMO gap (spin up / spin down) (eV): 4.8 / 7.6

This record from the OMol25 dataset describes a structure of composition H6NaO7S. The level of theory is the ωB97M-V functional and the def2-TZVPD basis.

```
15
Properties=species:S:1:pos:R:3:forces:R:3:mulliken_charge:R:1
Na 0.1748 0.3458 0.2388 -3.3 2.6 3.5 1.0080
S -0.4636 -0.2575 -1.9179 -2.6 -1.0 -4.7 1.3186
O -1.0539 0.5425 -3.0006 0.3 0.0 -0.6 -0.7946
O 0.7807 0.3327 -1.4741 2.6 1.1 -3.1 -0.7550
O -1.4464 -0.2318 -0.8244 -1.6 -0.2 1.5 -0.8401
O -0.2231 -1.6580 -2.2918 0.3 -0.6 -0.1 -0.7851
O -0.0818 -1.3551 1.1548 0.4 -2.2 2.2 -0.7440
H -0.9374 -1.5805 0.7895 -0.5 0.2 -0.7 0.3682
H 0.5162 -2.0034 0.7830 0.0 -0.3 -0.3 0.3267
O -1.2782 1.4055 1.4794 -0.1 0.4 0.7 -0.5675
H -1.4510 1.6029 2.3999 0.0 0.0 0.3 0.2402
H -1.6153 2.1647 1.0037 -0.2 0.0 -0.4 0.2985
O 1.9808 0.3100 0.5013 4.5 0.2 2.2 -0.5242
H 2.7195 0.9159 0.4428 0.2 0.1 -0.2 0.2186
H 2.3787 -0.5337 0.7156 0.2 -0.2 0.0 0.2318
```
Positions in Å, forces in eV/Å.

Results
Maximum force (eV/A): 5.43
Net charge: -1
Relative energy (zero: lowest compared OMol25 entry of this formula, charge and spin) (eV): 2.342
Energy (Ha): -1090.8018
HOMO-LUMO gap (eV): 5.2

This record from the OMol25 dataset describes the molecule C8H6. The level of theory is the ωB97M-V functional and the def2-TZVPD basis.

```
14
Properties=species:S:1:pos:R:3:forces:R:3:mulliken_charge:R:1
C 0.3922 1.7497 -2.5181 1.2 -2.2 4.6 0.3421
C 0.1335 2.1318 -3.6558 -1.1 1.4 -4.7 -0.5787
C 1.1305 -0.9432 -1.7881 -1.6 1.0 3.2 -0.7709
C 0.8128 -0.8444 -0.4398 1.6 -0.7 -0.4 -0.5699
C 1.0829 0.3888 -2.2255 0.1 4.7 1.1 0.2496
C 0.9251 1.3450 -1.2335 0.8 -2.5 -2.4 -0.2323
C 0.4890 0.5909 -0.0063 -0.1 -0.5 -0.9 0.5472
C -1.0321 0.7577 0.0307 0.7 -3.5 -1.7 -1.4639
H 1.2741 -1.8235 -2.3084 0.4 -1.5 -1.1 0.5130
H 1.0396 -1.6913 0.2363 -0.7 0.6 -0.2 0.3424
H 0.8726 0.8527 0.9630 0.6 0.3 0.2 0.4445
H -1.4255 0.0309 -0.7361 0.0 1.0 0.6 0.3739
H -1.4385 1.6860 -0.1013 -0.6 2.5 -0.4 0.3851
H -1.2899 0.3706 0.9518 -1.1 -0.7 2.0 0.4178
```
Positions in Å, forces in eV/Å.

Results
Maximum force (eV/A): 5.25
Net charge: 0
Relative energy (zero: lowest compared OMol25 entry of this formula, charge and spin) (eV): 5.253
Energy (Ha): -308.1056
HOMO-LUMO gap (eV): 8.0

This record from the OMol25 dataset describes a cluster of 5 separate species, C28H63FO15S in total. The level of theory is the ωB97M-V functional and the def2-TZVPD basis.

```
108
Properties=species:S:1:pos:R:3:forces:R:3:mulliken_charge:R:1
O 8.5388 -1.7342 -0.0637 3.5 7.5 4.0 -0.5322
C 9.0198 -0.6069 0.5175 -2.2 -7.2 -3.0 0.6275
O 8.2959 0.6426 0.2371 2.1 -2.4 2.4 -0.1878
S 6.7446 0.4824 0.9344 -0.2 0.1 1.1 -0.0271
O 10.1977 -0.7666 1.3844 -3.0 2.9 -2.3 -0.2733
C 10.7820 0.5247 1.7808 1.3 2.2 0.9 -0.3419
C 10.0801 1.1794 3.1122 -0.8 -0.1 -0.4 -0.3630
C 9.6625 0.0988 4.2752 0.0 0.5 0.4 -0.2058
F 8.6262 0.7910 5.1281 2.0 -1.5 -1.8 -0.3255
H 6.9456 0.5388 2.3502 0.4 0.1 -1.7 0.1190
H 11.9449 0.4137 2.0261 -2.7 -0.4 -0.7 0.3391
H 10.7319 1.3335 0.9051 -0.1 -1.9 1.9 0.2726
H 9.0616 1.6740 2.7388 2.2 -0.9 1.0 0.1064
H 10.8036 2.0264 3.5302 -1.7 -1.9 -0.9 0.3286
H 9.1996 -0.8988 3.8483 0.7 2.3 0.8 0.2116
H 10.5398 -0.1789 5.0128 -1.8 0.7 -1.6 0.2750
C 0.1403 0.8238 -2.8360 0.3 -0.1 0.3 -0.3143
O 1.4372 0.2710 -2.6861 -0.1 -0.1 -0.4 -0.2805
C 1.4565 -1.1367 -2.9290 0.6 0.5 0.2 -0.2405
C 2.8682 -1.5924 -3.3102 -0.4 -0.1 -0.3 -0.4185
O 3.1901 -1.3246 -4.6817 0.0 0.4 0.3 -0.4763
C 3.4428 0.0498 -5.0052 0.4 -0.3 -0.1 -0.2503
C 4.7983 0.5437 -4.4927 -0.6 0.2 0.4 -0.6565
O 4.7214 0.8486 -3.0998 0.3 -0.3 0.0 -0.2668
C 5.9910 0.7834 -2.4656 -0.5 0.0 -0.1 -0.5664
H -0.5519 0.3744 -2.1150 -0.1 0.1 -0.1 0.3049
H 0.1989 1.8976 -2.6482 0.1 -0.1 0.0 0.2755
H -0.2250 0.6712 -3.8547 -0.1 -0.1 -0.1 -0.0749
H 0.7588 -1.3974 -3.7346 0.0 0.0 0.0 0.0159
H 1.1456 -1.6350 -2.0045 -0.1 -0.2 0.0 0.4490
H 2.9079 -2.6826 -3.2110 -0.1 0.1 -0.1 0.4237
H 3.6248 -1.1854 -2.6379 -0.2 0.2 0.0 0.1336
H 2.6220 0.6897 -4.6793 0.1 0.1 0.2 0.1424
H 3.4604 0.0910 -6.1000 0.1 -0.1 0.1 0.3980
H 5.0751 1.4663 -5.0160 0.1 -0.1 -0.2 0.4044
H 5.5605 -0.2225 -4.6798 -0.1 0.0 0.0 0.3351
H 6.4012 -0.2294 -2.5433 0.2 0.1 0.0 0.3846
H 5.8552 1.0152 -1.4052 -0.1 0.1 -0.4 -0.1053
H 6.6789 1.5088 -2.9055 0.2 0.0 0.0 0.3849
C -6.6497 3.6277 -0.6174 0.0 -0.4 0.2 -0.7807
O -6.0064 2.4263 -0.2267 0.2 0.3 -0.2 -0.2422
C -5.4131 1.7457 -1.3339 0.0 -0.2 0.7 -0.6084
C -4.2972 0.8142 -0.8512 0.1 0.3 -0.4 -0.3960
O -3.0694 1.5053 -0.5841 -0.4 0.0 0.3 -0.3651
C -3.0503 2.3031 0.6078 0.3 -0.4 0.0 -0.4275
C -2.9654 1.4641 1.8857 -0.6 0.3 -0.1 -0.5515
O -4.2491 0.9343 2.2181 0.2 -0.3 0.0 -0.2365
C -4.1556 -0.2342 3.0205 -0.3 0.3 -0.3 -0.4991
H -7.4612 3.4145 -1.3222 0.0 0.1 -0.1 0.3181
H -7.0692 4.0999 0.2730 0.0 -0.2 0.0 0.2328
H -5.9311 4.3174 -1.0674 0.0 0.1 -0.1 0.3358
H -5.0021 2.4658 -2.0524 0.0 -0.1 0.0 0.3460
H -6.1996 1.1578 -1.8193 0.1 -0.1 -0.2 0.4103
H -4.0662 0.1168 -1.6638 0.0 0.2 0.0 0.4187
H -4.6083 0.2123 0.0039 -0.1 0.2 0.1 0.1619
H -3.8877 3.0014 0.6293 -0.1 -0.2 0.2 0.1585
H -2.1378 2.9056 0.5382 0.0 -0.2 0.0 0.3953
H -2.6455 2.0979 2.7209 0.2 0.0 0.0 0.3929
H -2.2378 0.6557 1.7440 0.0 0.0 0.0 0.3446
H -3.6208 -1.0227 2.4800 0.1 0.0 0.1 0.3708
H -5.1697 -0.5897 3.2255 0.1 0.2 0.0 0.2643
H -3.6559 -0.0131 3.9662 0.1 -0.1 0.1 -0.0115
C -3.3854 -3.8747 -9.1135 0.0 0.4 -0.1 -0.7736
O -3.4685 -2.5099 -8.7388 0.0 -0.2 0.3 -0.2588
C -4.5943 -2.2471 -7.8994 0.5 0.4 -0.3 -0.5695
C -4.3628 -0.9736 -7.0805 -0.1 -0.4 0.2 -0.3936
O -3.5265 -1.1902 -5.9359 0.2 0.0 -0.4 -0.4724
C -2.1319 -1.3818 -6.2108 -0.1 0.4 0.3 -0.2500
C -1.4179 -0.0859 -6.6046 -0.1 -0.5 -0.5 -0.4430
O -1.6807 0.2300 -7.9721 -0.2 0.3 0.2 -0.3252
C -1.5248 1.6160 -8.2419 -0.2 -0.5 -0.1 -0.7882
H -4.2737 -4.1688 -9.6838 0.0 -0.1 0.0 0.3225
H -2.5021 -4.0072 -9.7411 -0.1 0.1 0.0 0.2307
H -3.2784 -4.5081 -8.2293 -0.1 -0.1 0.0 0.3286
H -4.7728 -3.0902 -7.2205 0.0 0.1 0.0 0.3521
H -5.4660 -2.1139 -8.5492 -0.2 0.0 0.1 0.4266
H -5.3293 -0.6532 -6.6766 0.1 -0.1 0.1 0.3933
H -3.9893 -0.1539 -7.6959 0.1 -0.2 -0.1 0.1571
H -1.9790 -2.1746 -6.9440 0.0 0.2 -0.2 0.2009
H -1.6969 -1.7341 -5.2689 -0.1 0.1 0.0 0.2351
H -0.3346 -0.2167 -6.5001 0.1 0.0 0.2 0.3556
H -1.7503 0.7278 -5.9485 0.0 0.0 0.0 0.3546
H -2.2322 2.2001 -7.6432 0.1 0.1 0.1 0.3280
H -1.7518 1.7858 -9.2985 0.1 -0.1 0.2 0.2559
H -0.4997 1.9346 -8.0403 0.0 0.2 0.1 0.3148
C -3.5739 1.6853 7.2774 0.0 -0.4 0.0 -0.6622
O -3.1706 0.3792 7.6534 0.3 0.2 0.0 -0.2290
C -1.9814 -0.0350 6.9787 -0.4 -0.3 0.5 -0.3033
C -1.2765 -1.1401 7.7710 0.3 0.4 -0.1 -0.4658
O -0.5079 -0.6349 8.8712 -0.5 0.0 0.0 -0.4668
C -1.2640 -0.1754 10.0001 0.3 -0.4 0.1 -0.3424
C -1.8635 -1.3195 10.8222 -0.4 0.4 -0.4 -0.5711
O -3.0425 -1.8198 10.1910 0.2 -0.3 0.0 -0.2521
C -3.3262 -3.1594 10.5693 -0.1 0.4 -0.3 -0.7786
H -3.7960 1.7223 6.2049 0.0 0.2 0.0 0.1479
H -4.4767 1.9418 7.8348 0.1 -0.2 0.0 0.2258
H -2.7966 2.4121 7.5265 0.1 0.1 -0.1 0.3652
H -1.2980 0.8134 6.8484 0.0 -0.1 0.0 0.3979
H -2.2764 -0.4174 5.9956 0.2 0.0 -0.2 0.1519
H -0.5498 -1.6194 7.1060 0.0 0.2 0.1 0.3944
H -1.9702 -1.9173 8.0948 -0.2 0.2 0.0 0.1666
H -2.0172 0.5543 9.7007 -0.2 -0.2 0.0 0.1445
H -0.5445 0.3549 10.6340 0.0 -0.2 -0.1 0.3939
H -2.1532 -0.9483 11.8121 0.2 0.0 0.1 0.4086
H -1.1181 -2.1159 10.9370 0.0 0.1 0.0 0.3526
H -2.5050 -3.8194 10.2690 0.0 -0.1 0.2 0.3302
H -4.2299 -3.4790 10.0421 0.1 0.2 0.1 0.2299
H -3.4968 -3.2276 11.6459 0.0 -0.1 0.1 0.3246
```
Positions in Å, forces in eV/Å.

Results
Maximum force (eV/A): 9.22
Net charge: 0
Energy (Ha): -2730.8823
HOMO-LUMO gap (eV): 8.7
Structure (SMILES): O=C(OS)OCCCF.COCCOCCOC.COCCOCCOC.COCCOCCOC.COCCOCCOC

Which of these has the lowest net charge?
H6NaO7S

Which of these has the highest net charge?
C54H50EuN5O3P2S2Se

Number 1 is which compound?
C54H50EuN5O3P2S2Se

Which value of maximum force does entry 1 give?
3.93 eV/A